A) Formula: C3HNO2
Source: the OMol25 dataset
Level of theory: ωB97M-V with the def2-TZVPD basis set

XYZ file:
```
7
Properties=species:S:1:pos:R:3:mulliken_charge:R:1
O 2.29737 1.34506 -0.04336 -0.296
C 1.92210 0.27101 0.23994 0.284
C 1.03285 -0.74404 -0.06865 0.288
O 0.56108 -1.74845 0.29597 -0.286
C -2.03197 0.23979 -0.11397 0.112
N -1.51247 0.51900 0.84496 -0.358
H -2.26896 0.11762 -1.15490 0.256
```

Output
Orbital gap (alpha / beta) ... 7.4 / 7.4 eV

B) Formula: C3HNO2
Source: the OMol25 dataset
Level of theory: ωB97M-V with the def2-TZVPD basis set

XYZ file:
```
7
Properties=species:S:1:pos:R:3:mulliken_charge:R:1
N 2.62318 -0.51767 -0.06817 -0.345
C 1.52255 0.05569 0.17359 0.091
C 0.09542 0.31463 -0.01771 0.554
O -0.41036 1.41621 -0.04961 -0.394
C -1.10751 -0.84697 -0.10125 0.113
O -2.16538 -0.35918 0.06612 -0.312
H -0.81907 -1.97262 0.01730 0.292
```

Output
Orbital gap ... 9.2 eV

Comparing the structures above, B) comes out on top by 0.0279 hartree.